Entry from OMol25: a cluster of 10 separate species, C69H147F6N7O8S in total in a non-equilibrium geometry (ωB97M-V with the def2-TZVPD basis set).

Last column: Mulliken charge in e.
Cartesian coordinates (Å):
C (-12.50, -18.68, -19.17)  -1.232
C (-12.77, -17.31, -18.51)  -0.680
C (-13.18, -17.50, -17.02)  -0.538
N (-13.70, -16.26, -16.30)  0.421
C (-12.84, -15.05, -16.51)  -0.395
C (-13.30, -13.97, -15.61)  -0.692
C (-13.29, -14.35, -14.13)  -0.750
C (-14.14, -15.60, -13.96)  -0.714
C (-13.64, -16.69, -14.90)  -0.496
C (-15.11, -16.02, -16.85)  -0.783
H (-11.81, -19.27, -18.58)  0.128
H (-12.12, -18.46, -20.16)  0.512
H (-13.46, -19.21, -19.31)  0.310
H (-13.56, -16.86, -19.10)  0.343
H (-11.89, -16.73, -18.68)  0.469
H (-12.34, -17.85, -16.43)  0.515
H (-13.96, -18.23, -16.90)  0.291
H (-11.82, -15.34, -16.19)  0.328
H (-12.78, -14.65, -17.54)  0.446
H (-12.63, -13.11, -15.72)  0.389
H (-14.35, -13.69, -15.88)  0.244
H (-12.32, -14.45, -13.67)  0.336
H (-13.76, -13.49, -13.55)  0.387
H (-14.27, -15.98, -12.94)  0.324
H (-15.16, -15.32, -14.26)  0.298
H (-12.65, -17.05, -14.66)  0.349
H (-14.26, -17.56, -14.86)  0.184
H (-15.09, -16.05, -17.93)  0.325
H (-15.49, -15.07, -16.48)  0.477
H (-15.77, -16.80, -16.46)  0.259
C (-7.21, -30.49, -5.31)  -1.400
C (-8.49, -30.89, -6.03)  -0.032
C (-9.20, -29.59, -6.34)  -0.878
N (-10.64, -29.70, -6.92)  0.471
C (-11.15, -28.26, -7.18)  -1.113
C (-12.52, -28.16, -7.88)  0.199
C (-12.44, -28.84, -9.24)  -0.052
C (-11.89, -30.24, -9.07)  -1.020
C (-10.63, -30.41, -8.22)  -0.646
C (-11.46, -30.32, -5.84)  -0.897
H (-7.40, -29.79, -4.54)  0.405
H (-6.38, -30.08, -5.91)  0.334
H (-6.71, -31.31, -4.83)  0.409
H (-9.13, -31.54, -5.37)  0.316
H (-8.36, -31.50, -6.95)  0.297
H (-8.70, -28.90, -7.03)  0.313
H (-9.35, -29.06, -5.40)  0.432
H (-10.44, -27.75, -7.84)  0.099
H (-11.14, -27.83, -6.17)  0.647
H (-12.82, -27.10, -7.88)  -0.287
H (-13.37, -28.63, -7.31)  0.329
H (-11.72, -28.30, -9.85)  -0.254
H (-13.42, -28.85, -9.66)  0.726
H (-11.54, -30.65, -10.06)  0.447
H (-12.66, -30.93, -8.67)  0.352
H (-9.81, -29.93, -8.83)  0.249
H (-10.33, -31.43, -8.15)  0.517
H (-12.48, -29.99, -5.89)  0.397
H (-11.14, -30.01, -4.88)  0.361
H (-11.42, -31.41, -5.90)  0.389
C (-7.49, -21.35, -10.84)  -1.446
C (-8.43, -21.46, -9.59)  -0.699
C (-8.90, -22.86, -9.26)  0.314
N (-10.07, -22.86, -8.23)  1.454
C (-10.21, -24.25, -7.77)  -0.992
C (-11.32, -24.42, -6.70)  1.213
C (-10.93, -23.68, -5.44)  -1.161
C (-10.71, -22.16, -5.89)  -0.758
C (-9.75, -21.98, -7.03)  -0.949
C (-11.42, -22.44, -8.87)  0.134
H (-7.21, -20.28, -10.87)  0.386
H (-7.94, -21.61, -11.75)  0.137
H (-6.59, -21.94, -10.73)  0.485
H (-9.25, -20.75, -9.68)  0.376
H (-7.91, -21.04, -8.73)  0.570
H (-8.04, -23.48, -8.95)  0.715
H (-9.39, -23.22, -10.14)  -0.743
H (-9.25, -24.48, -7.27)  0.681
H (-10.41, -24.87, -8.63)  0.097
H (-11.32, -25.48, -6.44)  -0.740
H (-12.38, -24.33, -7.00)  -0.050
H (-9.99, -24.10, -5.00)  0.337
H (-11.73, -23.80, -4.72)  0.484
H (-10.37, -21.58, -5.04)  0.511
H (-11.67, -21.74, -6.16)  0.292
H (-8.72, -22.31, -6.77)  0.521
H (-9.68, -20.93, -7.36)  0.436
H (-12.13, -23.26, -8.84)  -0.203
H (-11.21, -22.21, -9.90)  -0.134
H (-11.84, -21.61, -8.29)  -0.199
C (-6.06, -23.64, -14.48)  -0.896
C (-5.72, -24.66, -13.37)  -0.351
C (-6.59, -25.83, -13.74)  0.202
N (-6.61, -27.14, -12.91)  0.252
C (-7.52, -28.03, -13.70)  -0.484
C (-7.92, -29.31, -13.04)  -1.136
C (-8.58, -29.03, -11.70)  -0.101
C (-7.70, -28.15, -10.86)  -0.488
C (-7.27, -26.90, -11.59)  -0.368
C (-5.24, -27.76, -12.75)  -0.968
H (-7.09, -23.40, -14.36)  -0.113
H (-5.84, -23.95, -15.49)  0.325
H (-5.53, -22.71, -14.28)  0.530
H (-5.98, -24.23, -12.42)  0.157
H (-4.68, -24.96, -13.40)  0.465
H (-6.34, -26.22, -14.69)  0.492
H (-7.62, -25.45, -13.76)  -0.204
H (-8.38, -27.34, -13.79)  0.260
H (-6.94, -28.13, -14.62)  0.547
H (-8.67, -29.75, -13.75)  0.447
H (-7.10, -30.05, -13.03)  0.417
H (-9.48, -28.46, -11.99)  -0.041
H (-8.81, -29.93, -11.15)  0.480
H (-8.23, -27.86, -9.96)  0.137
H (-6.77, -28.65, -10.64)  0.561
H (-8.11, -26.21, -11.81)  -0.142
H (-6.52, -26.32, -11.07)  0.429
H (-4.89, -27.93, -13.79)  0.349
H (-5.23, -28.70, -12.22)  0.380
H (-4.53, -27.04, -12.34)  0.397
C (-19.31, -22.08, -7.80)  -1.811
C (-18.33, -21.89, -8.93)  1.141
C (-17.49, -20.55, -8.77)  -1.124
N (-16.06, -20.45, -9.28)  0.502
C (-15.62, -19.03, -9.26)  -0.910
C (-14.25, -18.87, -9.87)  -0.796
C (-14.16, -19.47, -11.26)  0.276
C (-14.63, -20.83, -11.30)  2.312
C (-16.01, -20.95, -10.69)  -0.192
C (-15.13, -21.28, -8.38)  -0.301
H (-18.74, -22.26, -6.90)  0.443
H (-19.93, -22.95, -8.01)  0.421
H (-20.04, -21.31, -7.60)  0.366
H (-18.90, -21.90, -9.91)  0.284
H (-17.79, -22.84, -8.84)  -0.363
H (-17.44, -20.29, -7.72)  0.514
H (-18.05, -19.73, -9.20)  0.419
H (-16.39, -18.51, -9.84)  0.452
H (-15.82, -18.71, -8.25)  0.565
H (-14.04, -17.82, -9.99)  0.648
H (-13.52, -19.29, -9.18)  -0.052
H (-14.72, -18.86, -12.00)  0.152
H (-13.11, -19.32, -11.57)  -0.326
H (-14.64, -21.25, -12.32)  -0.654
H (-13.94, -21.47, -10.75)  -0.876
H (-16.87, -20.50, -11.17)  0.513
H (-16.31, -21.99, -10.60)  -0.575
H (-15.57, -22.33, -8.34)  -0.085
H (-15.21, -20.74, -7.42)  0.313
H (-14.13, -21.32, -8.80)  0.082
C (-19.13, -26.00, -8.27)  -1.825
C (-18.72, -25.42, -9.65)  1.301
C (-19.36, -26.20, -10.78)  -1.000
N (-18.83, -25.89, -12.18)  0.518
C (-18.82, -24.41, -12.42)  0.045
C (-18.11, -24.02, -13.70)  -1.226
C (-16.75, -24.62, -13.79)  0.507
C (-16.74, -26.16, -13.60)  -1.191
C (-17.51, -26.51, -12.33)  -0.591
C (-19.74, -26.52, -13.15)  -0.953
H (-20.09, -26.46, -8.18)  0.421
H (-19.02, -25.22, -7.49)  0.372
H (-18.36, -26.72, -8.02)  0.403
H (-17.65, -25.31, -9.69)  -0.344
H (-19.16, -24.41, -9.58)  -0.207
H (-20.42, -25.87, -10.83)  0.434
H (-19.35, -27.27, -10.69)  0.368
H (-18.21, -23.92, -11.64)  -0.324
H (-19.79, -23.99, -12.29)  0.621
H (-18.03, -22.90, -13.77)  0.459
H (-18.72, -24.36, -14.55)  0.399
H (-16.08, -24.28, -13.03)  -0.439
H (-16.26, -24.37, -14.74)  0.291
H (-15.72, -26.48, -13.46)  0.571
H (-17.21, -26.74, -14.39)  0.397
H (-16.91, -26.34, -11.46)  0.294
H (-17.78, -27.56, -12.35)  0.386
H (-19.37, -26.37, -14.19)  0.446
H (-20.69, -26.03, -13.04)  0.356
H (-19.84, -27.57, -12.92)  0.371
C (-9.10, -27.99, -19.44)  -1.461
C (-9.68, -26.60, -19.32)  -0.227
C (-9.13, -25.80, -18.15)  -0.576
N (-9.49, -24.33, -18.10)  0.916
C (-8.91, -23.78, -16.86)  -1.092
C (-9.05, -22.26, -16.72)  0.557
C (-8.38, -21.59, -17.90)  -1.075
C (-9.04, -22.09, -19.21)  -0.658
C (-9.03, -23.60, -19.33)  -0.828
C (-10.98, -24.16, -18.07)  -1.200
H (-9.60, -28.55, -20.20)  0.423
H (-9.28, -28.59, -18.51)  0.303
H (-8.06, -27.88, -19.73)  0.380
H (-10.76, -26.65, -19.18)  0.356
H (-9.44, -26.02, -20.25)  0.226
H (-8.04, -25.84, -17.94)  0.362
H (-9.57, -26.19, -17.22)  0.293
H (-7.85, -24.02, -16.90)  0.379
H (-9.24, -24.41, -16.01)  0.394
H (-8.61, -21.90, -15.78)  0.367
H (-10.14, -21.97, -16.63)  -0.469
H (-7.28, -21.73, -17.89)  0.328
H (-8.53, -20.49, -17.87)  0.442
H (-8.54, -21.69, -20.14)  0.419
H (-10.06, -21.72, -19.23)  0.226
H (-8.02, -23.95, -19.50)  0.389
H (-9.74, -23.90, -20.08)  0.583
H (-11.45, -24.86, -17.35)  0.394
H (-11.43, -24.53, -18.99)  0.423
H (-11.24, -23.18, -17.73)  0.375
O (-15.20, -26.23, -9.47)  -0.569
C (-14.88, -24.86, -9.16)  0.193
O (-13.72, -24.75, -8.70)  -0.615
O (-15.82, -24.07, -9.40)  -0.419
H (-14.49, -26.76, -9.08)  0.067
C (-10.42, -24.15, -13.01)  -0.343
O (-10.22, -22.89, -12.31)  0.751
O (-9.37, -24.90, -13.29)  -0.742
C (-11.50, -24.76, -12.15)  0.546
F (-11.01, -25.20, -10.95)  -0.211
F (-12.66, -24.06, -11.81)  -0.037
F (-12.05, -25.89, -12.72)  -0.304
C (-10.88, -21.85, -12.90)  0.550
C (-10.74, -20.55, -12.11)  -1.041
H (-9.66, -20.43, -11.88)  0.267
H (-11.19, -19.74, -12.66)  0.340
H (-11.26, -20.51, -11.17)  -0.067
H (-11.93, -22.05, -13.14)  -0.003
H (-10.39, -21.65, -13.91)  -0.697
H (-11.05, -23.88, -13.95)  -0.411
C (-13.71, -22.15, -16.11)  0.423
F (-12.79, -21.76, -17.06)  -0.324
F (-14.55, -23.01, -16.70)  -0.234
F (-12.98, -22.97, -15.29)  -0.216
S (-14.54, -20.75, -15.14)  0.748
O (-13.36, -20.28, -14.38)  -0.285
O (-14.97, -19.92, -16.27)  -0.803
O (-15.52, -21.54, -14.39)  -0.475

Total charge: +4
HOMO in eV: -14.75
LUMO energy in eV: -6.405
Molar mass in u: 1349.0
Largest force on an atom in eV/A: 4.0